Below is one molecule with the formula C18H25N3O, with properties calculated with ωB97M-V with the def2-TZVPD basis set.

```
47
Properties=species:S:1:pos:R:3:forces:R:3
H -3.946 0.503 1.290 0.0 0.0 -0.1
H 1.483 2.093 0.788 0.0 0.1 0.1
H -3.869 -2.558 -0.839 -0.1 -0.1 0.2
H 1.584 -2.907 -1.030 0.0 0.0 -0.1
H -0.634 -3.277 -0.530 -0.1 0.1 0.1
C 0.967 -1.545 0.533 0.6 0.3 0.3
H 3.327 3.057 -1.610 0.1 0.1 0.0
C -0.758 -0.722 1.612 0.1 0.0 0.4
C -0.465 2.254 -0.121 0.4 0.2 0.5
H 4.686 -0.777 1.001 0.1 0.0 0.0
C 1.376 -0.619 1.519 -0.1 -0.5 -0.5
C -2.411 1.991 1.328 -0.2 -0.1 -0.3
N -0.405 -1.595 0.619 0.1 0.2 0.1
H -2.723 -1.403 2.002 0.0 0.0 0.1
H 1.533 0.620 -1.194 -0.1 -0.1 -0.1
H -2.006 -2.914 0.528 0.1 0.0 -0.1
H 3.965 -2.376 -0.698 0.0 0.0 -0.1
C -3.257 -1.973 -1.506 0.0 -0.1 0.0
H -2.938 2.635 0.618 0.0 0.0 0.2
H -2.702 0.284 0.058 -0.1 0.0 0.0
C -1.102 -0.973 -2.211 -0.1 0.1 0.0
C 3.159 1.993 -1.455 -0.2 -0.1 0.0
H -2.648 2.309 2.346 0.0 0.0 0.0
H 1.237 3.505 -0.252 0.0 0.0 0.1
H -0.388 1.937 1.889 0.1 0.1 -0.2
H -0.103 -1.394 -2.299 0.1 0.0 -0.1
C 1.887 -2.194 -0.276 -0.1 -0.2 -0.1
O -1.148 2.224 -1.128 -0.3 0.0 -0.4
N -0.994 2.193 1.122 -0.1 0.1 0.3
H -3.758 -1.534 -2.351 -0.1 0.1 -0.2
C 3.220 -1.893 -0.083 0.0 -0.1 -0.1
C 1.672 1.695 -1.330 0.1 0.2 0.1
N 0.269 -0.134 2.165 -0.1 0.1 0.5
C -2.166 -0.464 2.017 -0.2 0.0 -0.2
H 3.039 0.370 2.457 0.0 0.1 0.1
C 2.724 -0.332 1.701 -0.1 0.0 0.0
H -1.005 0.043 -1.825 0.1 0.1 0.0
H -2.155 -0.085 3.041 0.0 -0.1 0.0
H -1.547 -0.903 -3.200 0.0 0.0 -0.1
C -1.262 -2.468 -0.142 -0.5 -0.3 -0.2
C -1.960 -1.799 -1.306 0.1 -0.1 0.0
C 3.631 -0.978 0.888 0.2 0.1 0.1
C 1.044 2.433 -0.150 -0.1 -0.2 -0.4
C -2.872 0.547 1.102 0.1 0.2 0.1
H 3.586 1.451 -2.296 0.1 0.0 -0.1
H 1.151 1.989 -2.243 0.0 -0.1 0.0
H 3.682 1.688 -0.551 0.1 0.0 0.1
```
Positions in Å, forces in eV/Å.

Output
**SMILES**: C=C(C)Cn1c(CCCNC(=O)CCC)nc2ccccc21
**Energy above the lowest of the compared OMol25 structures with the same formula, charge and spin**: 11.9 kcal/mol
**Lowest unoccupied orbital energy**: 0.028 Eh
**DFT total energy**: -940.447925 Eh
**E_HOMO**: -8.48 eV

Below is a 2-piece molecular cluster, C18H25N3O2 overall, with properties calculated with ωB97M-V with the def2-TZVPD basis set.

```
48
Properties=species:S:1:pos:R:3:forces:R:3
H -2.546 1.199 1.751 0.8 -1.4 -0.5
C -2.040 0.309 1.240 1.3 -1.0 -0.2
H 4.229 -1.936 3.213 -0.5 1.2 -1.1
C 1.407 2.262 -5.258 0.0 0.0 -0.3
H -4.770 -0.020 1.052 0.7 -1.3 1.4
C -2.818 -1.110 1.517 -0.9 -0.2 -1.7
C 0.376 -0.754 0.638 1.6 0.7 2.4
H 3.221 1.164 -5.150 0.0 -0.1 0.1
C -0.509 0.072 1.648 4.0 -0.6 0.3
H 2.668 3.019 -2.970 0.1 0.0 -0.2
H -4.153 -0.901 4.153 -0.7 0.7 -1.2
O -5.497 0.599 3.614 3.2 -3.7 -1.6
H -0.455 0.689 -3.125 0.0 0.0 -0.1
C 1.701 0.202 3.261 -1.2 -1.5 -3.2
H 0.792 2.949 -4.674 0.1 -0.1 0.1
H -0.418 1.289 -1.457 0.1 0.0 0.0
H -1.140 -2.519 2.311 -1.7 1.2 0.5
H 4.508 -1.377 1.450 -0.5 0.6 1.7
H 2.429 -1.748 0.120 -1.0 1.3 1.6
C -4.693 -0.330 3.304 -1.9 2.2 0.6
C 2.051 0.544 -3.465 0.3 0.0 0.1
H 0.754 1.492 -5.678 0.0 0.0 0.0
H -0.081 -1.144 -0.349 0.7 0.8 1.8
C 0.183 0.544 2.963 1.4 -1.7 -2.3
H 1.403 -0.186 -3.966 -0.1 0.1 0.0
N -3.692 -4.199 3.515 3.1 5.3 -2.7
H 2.931 -0.008 -3.118 -0.1 0.1 0.1
O 1.428 1.045 -2.285 -0.1 -0.3 -0.4
H -1.923 -1.313 3.560 -0.4 -1.5 -1.4
C -3.098 -3.246 3.056 -1.1 -2.6 2.2
H 4.066 2.294 -3.269 0.0 0.1 -0.1
C -4.394 -0.821 1.803 -0.5 0.4 0.0
C 2.559 -0.644 2.243 -3.4 0.4 -0.9
H 4.639 -0.157 2.929 -0.7 -1.6 -1.0
C 0.056 1.369 -2.438 0.2 0.2 0.3
H -0.051 2.403 -2.769 -0.2 0.0 -0.1
N -2.581 -2.574 -0.876 -1.1 3.4 4.6
H -0.478 1.135 3.709 1.5 -1.0 -1.3
H 2.233 0.530 4.220 -1.2 -0.4 -1.5
H 1.818 2.837 -6.094 0.0 0.0 0.1
C 1.871 -1.110 0.907 -2.4 1.9 2.6
H -2.045 0.481 0.092 -0.2 -0.2 2.0
C -2.767 -1.900 0.105 1.2 -2.2 -1.8
C -2.122 -2.008 2.655 -0.9 -1.2 0.0
C 4.088 -1.071 2.477 -0.7 0.9 0.0
H -5.054 -1.754 1.615 1.3 1.3 0.4
C 2.533 1.638 -4.441 -0.3 0.2 0.3
N 3.262 2.705 -3.739 0.0 -0.3 0.2
```
Positions in Å, forces in eV/Å.

Output
**SMILES**: Cc1ccc(C[C@@](C#N)(CC#N)CC=O)cc1.COC[C@@H](C)N
**Energy above the lowest of the compared OMol25 structures with the same formula, charge and spin**: 245.7 kcal/mol
**Lowest unoccupied orbital energy**: 0.002 Eh
**DFT total energy**: -1015.334021 Eh
**E_HOMO**: -9.00 eV

Below is one molecule with the formula C18H25N3O3S, with properties calculated with ωB97M-V with the def2-TZVPD basis set.

```
50
Properties=species:S:1:pos:R:3:forces:R:3
H -4.524 1.458 2.656 0.1 0.0 0.0
C 2.518 -1.571 1.084 0.1 -0.3 -0.1
H 1.674 -0.617 -1.199 0.2 -0.1 0.0
N -1.292 -1.616 0.490 -0.3 0.6 0.4
C -5.041 -1.064 -1.751 0.1 -0.1 0.3
H 1.380 0.770 -3.020 0.0 0.0 0.0
H -1.006 -3.246 -0.791 -0.2 -0.1 0.0
H -2.828 1.033 2.987 0.0 0.0 0.0
H -0.170 0.293 1.743 0.2 -0.2 -0.1
H -3.766 -0.743 -0.045 0.0 0.0 0.1
O 2.317 0.507 2.301 0.3 0.3 0.1
H -4.584 -0.304 -2.381 0.0 0.1 -0.1
H 1.057 2.773 1.028 0.1 0.0 0.1
C -2.044 1.583 -0.895 -0.1 0.0 0.1
C 0.286 2.208 -0.883 0.2 0.1 0.2
H -2.931 1.266 -1.418 -0.1 -0.1 -0.1
C -1.818 -2.684 -0.303 0.1 -0.2 -0.4
C 3.551 0.040 -0.679 -0.1 -0.5 0.2
H 3.040 1.383 -2.802 -0.2 -0.1 -0.1
H -5.367 -1.882 -2.391 -0.1 0.0 -0.1
H 4.083 -2.000 -0.332 0.0 0.0 0.1
H -3.295 2.742 2.746 0.0 0.0 0.0
S 1.282 -2.545 0.157 -0.2 0.1 0.1
N 2.379 0.088 -1.345 -0.4 0.1 -0.2
H 4.539 -0.872 0.949 -0.1 0.0 -0.1
C -0.856 1.786 -1.560 -0.1 0.0 0.2
H 1.449 3.182 -2.386 0.1 0.1 0.0
C 3.736 -1.151 0.263 0.1 0.2 0.0
C -4.053 -1.562 -0.703 0.1 0.0 -0.3
H -3.072 -2.967 -2.013 0.0 0.0 -0.1
C -2.131 1.796 0.482 0.1 0.0 0.0
H 2.858 -2.215 1.903 0.0 0.2 0.0
H -1.037 2.446 2.224 0.0 0.0 0.1
H -0.816 1.625 -2.628 0.0 0.0 -0.1
C 2.102 1.145 -2.293 0.2 0.4 0.1
C -3.488 1.711 2.435 0.0 0.0 0.2
O -3.346 1.551 1.045 0.1 0.0 -0.4
C 1.787 -0.382 1.689 -0.3 -0.3 0.0
H -5.916 -0.631 -1.273 -0.1 0.1 0.0
C -1.002 2.233 1.166 -0.4 0.2 0.1
H -2.349 -3.364 0.373 0.0 -0.1 -0.1
H 2.345 2.769 -0.917 0.0 0.1 -0.1
C 0.188 2.439 0.479 0.0 0.0 -0.3
H -4.533 -2.330 -0.093 0.0 0.0 0.1
H -2.297 -1.379 -1.938 0.0 0.0 -0.1
C 1.582 2.420 -1.613 0.0 -0.2 -0.2
C -2.798 -2.147 -1.346 0.0 -0.2 0.4
N 0.445 -0.469 1.470 -0.1 0.4 0.5
O 4.432 0.854 -0.840 0.3 0.3 0.0
C -0.074 -1.487 0.714 0.3 -0.7 -0.3
```
Positions in Å, forces in eV/Å.

Output
**SMILES**: CCCC/N=C1/NC(=O)[C@H](CC(=O)NCCc2ccc(OC)cc2)S1
**Energy above the lowest of the compared OMol25 structures with the same formula, charge and spin**: 37.4 kcal/mol
**Lowest unoccupied orbital energy**: 0.017 Eh
**DFT total energy**: -1489.125323 Eh
**E_HOMO**: -8.54 eV

Below is one molecule with the formula C18H25N3OS, with properties calculated with ωB97M-V with the def2-TZVPD basis set.

```
48
Properties=species:S:1:pos:R:3:forces:R:3
H 4.430 6.648 2.355 0.0 0.1 0.0
C 3.852 5.117 0.974 0.0 0.0 0.0
H -4.350 -1.992 -2.589 -0.1 -0.1 0.1
C 3.234 5.141 3.292 0.0 0.1 0.1
H -2.106 -1.341 1.470 0.0 0.0 0.0
H -1.587 0.415 -0.150 0.1 0.0 0.0
C 0.245 -0.651 -0.664 0.0 0.2 0.1
H 3.277 5.603 4.267 0.0 0.0 0.1
C -0.539 0.384 0.171 0.2 0.1 -0.7
H -1.044 -3.914 -4.528 0.0 -0.1 0.0
C -1.182 -2.593 -1.327 0.2 0.2 -0.3
C -0.544 -2.911 -2.686 -0.2 -0.4 0.2
C -3.439 -2.574 -2.432 0.0 0.3 -0.2
H 0.371 -3.480 -2.520 0.0 0.1 0.0
H -2.952 -1.561 -0.600 0.0 0.1 0.0
C 1.760 2.077 1.617 -0.2 -0.1 -0.1
H -0.273 -1.984 -3.194 0.1 0.1 0.0
C 2.528 3.963 3.123 -0.1 -0.1 -0.1
O 2.157 1.251 0.824 0.1 0.0 0.0
H 1.297 -0.573 -0.370 -0.1 0.1 -0.1
H 0.801 -2.293 1.333 -0.1 0.0 0.1
H -3.498 -3.493 -4.381 0.0 0.1 -0.1
H 0.162 -0.396 -1.719 0.0 0.0 -0.1
H 4.370 5.563 0.138 0.0 0.0 -0.1
H -2.230 -0.841 -2.050 0.0 0.1 0.0
C 2.477 3.356 1.871 0.3 0.3 0.0
H -0.103 1.371 0.037 -0.1 -0.1 0.0
C 3.886 5.725 2.218 0.0 0.0 0.0
H -2.578 -1.989 -4.314 0.0 0.1 -0.1
C -0.108 0.756 2.582 -0.2 -0.3 0.3
C -1.511 -3.699 -3.564 0.1 0.3 -0.2
N 0.589 1.947 2.332 -0.1 0.4 -0.2
H -3.718 -3.498 -1.920 -0.1 0.0 0.0
N -0.524 0.005 1.566 0.4 0.4 0.2
H -1.465 -3.547 -0.867 0.0 0.0 0.0
H -1.742 -4.653 -3.085 0.0 -0.1 0.0
H 2.057 3.506 3.982 -0.1 0.0 0.1
C -2.470 -1.784 -1.555 -0.1 -0.4 0.2
H 3.132 3.439 -0.157 0.0 0.0 -0.1
C -1.056 -1.320 1.781 0.0 -0.7 0.2
C -0.228 -2.321 0.954 -0.2 0.2 0.2
H -0.998 -1.560 2.843 -0.1 0.1 -0.2
N -0.184 -2.010 -0.450 0.1 -0.2 0.0
C 3.159 3.934 0.803 -0.1 -0.1 0.0
S -0.412 0.414 4.173 0.0 0.0 0.6
C -2.800 -2.913 -3.775 -0.1 -0.3 0.1
H 0.475 2.606 3.093 0.0 -0.2 -0.2
H -0.621 -3.327 1.100 0.0 0.0 0.0
```
Positions in Å, forces in eV/Å.

Output
**SMILES**: O=C(NC(=S)N1CCN(C2CCCCC2)CC1)c1ccccc1
**Energy above the lowest of the compared OMol25 structures with the same formula, charge and spin**: 15.6 kcal/mol
**Lowest unoccupied orbital energy**: 0.016 Eh
**DFT total energy**: -1338.619445 Eh
**E_HOMO**: -7.82 eV

Below is C18H25N5 as an isolated structure, with properties calculated with ωB97M-V with the def2-TZVPD basis set.

```
48
Properties=species:S:1:pos:R:3:forces:R:3
C 1.101 -0.828 -2.066 12.5 -5.0 -4.7
C 1.306 2.322 -0.166 0.5 -0.6 -4.3
H 3.845 5.610 -0.384 4.7 -0.9 -2.2
C 0.233 -0.428 -0.901 3.3 -1.6 -2.0
N 1.644 1.173 0.450 11.5 -4.1 -0.6
H 2.777 0.887 0.044 -3.7 1.4 1.7
H -3.030 -2.909 0.317 -0.9 -0.2 -0.9
H 3.624 3.172 -0.293 -4.4 -0.2 0.3
H 1.764 4.823 -1.291 -0.6 0.2 -6.4
C 0.070 0.101 2.710 -0.1 -1.0 0.6
H -0.897 -2.061 1.449 1.8 -4.8 4.5
C 2.974 5.810 0.003 -7.3 0.4 4.6
C -0.332 0.099 1.219 7.1 -10.6 5.7
C 2.299 3.300 0.056 5.9 5.2 4.9
H -0.759 -0.234 3.277 -1.5 0.2 0.8
H 1.398 2.334 -1.364 -1.7 -0.6 2.0
N 0.778 -3.813 -0.339 6.4 -10.1 0.1
H 1.645 1.646 2.561 -2.7 -0.7 2.0
C 1.828 4.683 -0.339 4.8 1.3 3.9
H -2.967 -0.275 0.253 1.1 0.4 -0.9
H -4.036 -3.692 2.393 0.9 0.2 1.0
N -1.230 1.219 -2.163 -1.7 1.9 -1.3
H 2.589 3.547 1.276 -1.1 -1.4 -2.9
H 3.008 5.868 1.198 0.3 0.0 -2.6
H -0.122 2.229 3.214 2.1 -2.0 0.3
H -2.220 -3.173 2.626 -2.0 0.7 -0.3
H -0.687 0.943 1.135 -4.5 8.2 -2.1
N 2.276 -1.316 -2.662 -12.0 5.1 5.8
H 0.703 -0.731 2.930 1.0 -0.8 -0.3
C -3.311 -2.845 2.438 -2.8 1.4 -0.7
C 0.191 -2.915 -0.307 -6.1 10.8 -0.8
C -1.758 -1.836 -1.503 5.6 0.6 5.1
H 1.065 1.261 4.123 3.1 -0.7 8.4
C -3.572 -2.219 0.945 1.9 3.0 2.6
H -4.665 -1.761 0.616 2.9 -2.0 1.0
C -1.147 -1.217 1.079 0.8 6.8 -7.4
N -2.428 -2.195 -2.321 -3.0 -1.1 -3.2
C -0.510 -1.633 -0.433 -5.7 -0.5 -1.0
C 0.682 1.307 3.282 -2.3 5.1 -10.2
H -2.848 -0.337 1.819 -0.9 1.8 3.8
H 1.616 -0.914 0.626 1.8 -1.6 1.2
H -3.762 -2.008 3.185 1.5 -2.3 -1.3
C 1.109 -0.030 0.534 -8.9 1.2 -3.4
H 0.981 5.165 0.028 -1.9 -0.3 1.4
C -2.550 -0.888 1.043 -3.9 -3.6 -3.6
H 0.465 2.462 0.407 -3.1 2.3 -0.1
C -0.574 0.584 -1.501 0.3 -1.0 1.4
H 2.474 6.750 -0.331 1.0 -0.4 0.1
```
Positions in Å, forces in eV/Å.

Output
**Energy above the lowest of the compared OMol25 structures with the same formula, charge and spin**: 365.4 kcal/mol
**Lowest unoccupied orbital energy**: -0.003 Eh
**DFT total energy**: -974.038241 Eh
**E_HOMO**: -9.14 eV

Q: Which value of E_HOMO does entry 1 give?
A: -8.48 eV

Q: Among the records above, which one has the lowest E_HOMO?
A: C18H25N5

Q: What is the formula in the first record?
A: C18H25N3O

Q: What is the formula in the third record?
A: C18H25N3O3S